The following is a quantum chemistry calculation of a molecular structure, C47H42AsGeN2O2PtSSe, from OMol25.

Calculated values
2S+1	5
highest occupied orbital energy (alpha / beta)	-2.388 / -3.823	eV
net charge	-1
molar mass	1120.50	g/mol
gap between HOMO and LUMO (alpha / beta)	4.741 / 3.996	eV

XYZ file:
```
98
Properties=species:S:1:pos:R:3:forces:R:3:lowdin_charge:R:1
Pt -0.221 0.289 0.041 0.01 0.20 0.36 0.515
S 0.510 2.308 -0.805 0.02 -0.06 0.01 0.517
C 0.759 3.419 0.529 -0.07 -0.07 0.03 -0.688
C 1.596 4.525 0.317 0.00 0.01 -0.02 -0.133
C 1.828 5.450 1.316 -0.01 0.00 0.04 -0.110
C 1.227 5.303 2.562 0.01 0.01 0.00 -0.118
C 0.390 4.219 2.785 -0.04 0.04 -0.05 -0.128
C 0.151 3.277 1.787 0.03 -0.03 0.04 -0.411
As -1.017 1.733 2.017 0.09 -0.06 -0.52 1.186
C -2.661 2.427 1.215 0.02 0.01 0.03 -0.396
C -2.976 3.780 1.220 -0.01 -0.01 0.02 -0.101
C -4.149 4.229 0.627 -0.01 0.01 0.00 -0.095
C -5.016 3.325 0.029 -0.01 0.01 -0.01 -0.109
C -4.705 1.972 0.022 0.01 0.00 0.01 -0.094
C -3.528 1.525 0.606 -0.02 -0.03 0.00 -0.121
C -1.544 2.015 3.930 0.07 0.07 0.01 -0.380
C -2.859 2.220 4.341 -0.03 0.00 0.06 -0.106
C -3.191 2.206 5.692 0.00 -0.01 -0.07 -0.100
C -2.217 1.980 6.654 0.09 0.00 0.02 -0.104
C -0.902 1.769 6.256 -0.05 0.08 0.06 -0.103
C -0.575 1.780 4.909 -0.02 0.11 0.00 -0.225
H 2.070 4.630 -0.652 -0.04 0.01 0.02 0.075
H 2.485 6.291 1.123 0.00 0.00 0.01 0.092
H 1.407 6.022 3.352 0.00 0.00 0.00 0.087
H -0.090 4.116 3.749 -0.01 -0.02 0.02 0.086
H -2.297 4.489 1.680 0.01 0.00 -0.01 0.103
H -4.381 5.288 0.626 0.00 0.00 0.00 0.095
H -5.927 3.676 -0.441 0.00 0.00 0.01 0.092
H -5.373 1.264 -0.454 0.00 0.00 0.00 0.096
H -3.265 0.473 0.576 0.01 0.00 0.01 0.077
H -3.632 2.397 3.604 -0.01 0.01 -0.01 0.095
H -4.220 2.372 5.992 -0.01 0.00 0.00 0.098
H -2.479 1.965 7.705 0.00 -0.01 0.00 0.096
H -0.132 1.591 6.998 0.00 -0.02 0.00 0.105
H 0.456 1.613 4.609 0.03 0.12 0.01 0.068
C -1.406 -3.961 0.113 0.00 0.04 -0.03 -0.040
C -0.789 -2.621 -0.158 -0.07 0.10 -0.02 -0.323
N -0.974 -1.552 0.628 0.07 0.01 -0.27 -0.218
O -1.939 -1.696 1.639 0.13 -0.27 0.07 -0.144
C 0.020 -2.405 -1.293 0.08 0.07 0.13 -0.316
C 0.296 -3.501 -2.279 -0.02 0.00 0.02 -0.030
N 0.527 -1.168 -1.399 -0.36 0.02 -0.08 -0.115
O 1.196 -0.919 -2.633 0.16 -0.09 0.07 -0.221
H -1.865 -3.977 1.097 0.00 0.02 0.04 0.064
H -0.656 -4.753 0.061 -0.01 0.00 0.00 0.072
H -2.179 -4.200 -0.624 -0.01 -0.01 0.02 0.080
H -1.456 -1.369 2.417 -0.04 0.05 -0.04 -0.038
H -0.631 -3.860 -2.735 0.00 0.00 0.00 0.080
H 0.768 -4.358 -1.792 0.00 0.00 -0.01 0.076
H 0.951 -3.150 -3.071 0.01 0.01 0.00 0.065
Se 0.314 -1.121 4.285 0.02 -0.23 -0.06 0.879
C -1.126 -1.466 5.443 -0.17 -0.09 0.10 -0.652
C -2.429 -1.124 5.062 0.07 -0.11 -0.06 -0.125
C -3.492 -1.375 5.914 0.04 -0.02 0.01 -0.078
C -3.270 -1.979 7.145 0.01 0.01 -0.01 -0.089
C -1.980 -2.325 7.530 -0.04 0.02 0.00 -0.094
C -0.912 -2.063 6.690 0.01 0.06 -0.06 -0.138
H -2.601 -0.650 4.102 -0.01 -0.03 0.09 0.092
H -4.494 -1.097 5.614 0.00 0.01 0.00 0.108
H -4.103 -2.178 7.807 -0.01 0.00 0.00 0.098
H -1.808 -2.795 8.491 0.00 0.00 0.01 0.098
H 0.098 -2.315 6.986 0.01 0.00 0.01 0.089
C 0.541 -0.029 -3.413 -0.06 0.09 -0.02 -0.229
Ge 1.674 0.939 -4.628 0.08 -0.07 0.00 0.997
C 0.554 1.797 -5.977 -0.01 0.01 0.00 -0.262
C -0.830 1.632 -5.953 0.00 0.04 0.02 -0.099
C -1.638 2.238 -6.907 -0.01 0.00 0.00 -0.093
C -1.071 3.019 -7.903 0.00 0.00 0.00 -0.105
C 0.306 3.188 -7.945 0.00 0.00 0.00 -0.099
C 1.108 2.580 -6.990 0.03 -0.05 -0.04 -0.120
C 2.788 2.239 -3.684 -0.02 0.01 0.01 -0.287
C 2.859 3.584 -4.036 -0.02 0.00 -0.02 -0.104
C 3.597 4.481 -3.274 -0.01 0.02 -0.01 -0.101
C 4.266 4.043 -2.141 0.03 -0.05 -0.04 -0.116
C 4.192 2.707 -1.770 0.06 0.00 -0.03 -0.092
C 3.459 1.814 -2.537 0.03 -0.01 -0.02 -0.138
C 2.860 -0.371 -5.482 -0.02 -0.01 0.03 -0.257
C 4.247 -0.268 -5.420 0.01 0.05 -0.03 -0.102
C 5.062 -1.240 -5.988 0.00 0.00 -0.01 -0.098
C 4.496 -2.333 -6.627 0.00 0.00 0.00 -0.108
C 3.114 -2.450 -6.698 0.00 0.00 -0.01 -0.100
C 2.307 -1.477 -6.128 -0.01 0.00 -0.01 -0.109
H -0.390 0.350 -3.002 0.01 0.01 0.07 0.038
H -1.285 1.027 -5.177 0.00 0.00 0.00 0.090
H -2.712 2.103 -6.866 0.00 0.00 0.00 0.098
H -1.701 3.495 -8.645 0.00 0.00 0.00 0.095
H 0.756 3.793 -8.723 0.00 0.00 0.00 0.096
H 2.184 2.710 -7.044 0.00 0.00 0.01 0.101
H 2.311 3.950 -4.897 0.01 0.00 0.00 0.085
H 3.635 5.526 -3.557 0.00 0.00 0.00 0.096
H 4.827 4.744 -1.535 0.00 0.00 0.01 0.099
H 4.684 2.365 -0.869 -0.02 0.00 0.01 0.105
H 3.374 0.781 -2.215 0.00 0.01 0.01 0.105
H 4.699 0.581 -4.918 -0.01 -0.01 0.02 0.093
H 6.139 -1.146 -5.925 0.00 0.00 0.00 0.096
H 5.129 -3.096 -7.064 0.00 0.00 0.00 0.094
H 2.666 -3.304 -7.192 0.00 0.00 0.00 0.095
H 1.228 -1.583 -6.178 0.00 -0.01 0.01 0.101
```
Forces are in eV/Å.

The following is a quantum chemistry calculation of a molecular structure, C47H42EuN3O2P2Te, from OMol25.

Calculated values
2S+1	7
highest occupied orbital energy (alpha / beta)	-4.925 / -6.876	eV
net charge	0
energy relative to the best compared isomer or geometry (same formula, charge and spin)	97.3	kcal/mol
molar mass	1022.38	g/mol
gap between HOMO and LUMO (alpha / beta)	5.169 / 3.785	eV

XYZ file:
```
98
Properties=species:S:1:pos:R:3:forces:R:3:lowdin_charge:R:1
Eu -1.269 1.177 0.691 -0.03 0.31 -0.06 1.457
O -1.771 2.245 -1.021 -0.56 -0.19 -1.60 -0.372
C -2.191 1.993 -2.302 2.41 1.17 2.13 -0.351
C -1.597 2.713 -3.296 0.50 0.80 -3.17 -0.007
C -1.985 2.465 -4.681 1.07 0.51 2.06 -0.068
C -2.878 1.455 -4.943 -1.12 -0.41 -0.20 -0.132
C -3.557 0.807 -3.933 0.01 0.05 -0.53 -0.056
C -3.135 0.980 -2.576 -3.48 -2.65 2.57 -0.131
C -3.812 0.151 -1.517 -1.53 2.10 -9.06 -0.134
N -3.275 0.002 -0.380 2.04 -1.90 8.11 -0.114
N -3.904 -0.868 0.525 -0.19 1.00 -4.49 0.129
C -3.587 -0.558 1.728 0.83 -0.15 3.59 -0.502
O -2.836 0.439 2.028 0.12 0.18 0.69 -0.256
C -4.026 -1.417 2.883 -1.32 -0.81 -0.77 -0.132
C -4.851 -2.588 2.640 1.23 1.61 -0.59 -0.028
C -5.229 -3.320 3.738 -0.59 -1.37 1.05 -0.114
C -4.873 -3.011 5.066 -0.14 1.12 -0.66 -0.070
C -4.180 -1.815 5.252 0.19 -0.82 0.50 -0.090
C -3.732 -1.045 4.208 -0.35 -0.39 -1.64 -0.032
H -0.776 3.462 -3.174 -1.04 -0.73 0.56 0.124
H -1.654 3.050 -5.534 0.44 0.05 0.41 0.098
H -3.053 1.281 -5.990 -0.60 -0.28 -0.15 0.097
H -4.435 0.193 -4.147 0.51 -0.14 0.07 0.114
H -4.756 -0.363 -1.818 0.92 0.20 0.30 0.124
H -5.124 -2.839 1.575 0.26 0.24 1.46 0.123
H -5.853 -4.212 3.667 0.12 0.16 -0.53 0.101
H -5.231 -3.607 5.918 0.28 0.26 -0.59 0.109
H -3.892 -1.476 6.221 -0.06 -0.01 0.75 0.096
H -3.170 -0.155 4.398 0.22 0.34 -0.02 0.108
N 0.428 -2.045 0.354 -0.31 -1.07 -0.82 -0.420
P -0.165 -1.036 -0.899 -0.22 -0.57 -0.55 0.919
C 1.296 -0.556 -1.909 -0.07 -1.56 -0.14 -0.347
C 1.886 0.653 -1.615 -0.09 0.40 -0.36 -0.117
C 3.109 0.969 -2.170 0.65 -1.00 -0.74 -0.063
C 3.787 0.073 -3.006 0.09 1.51 0.13 -0.056
C 3.162 -1.132 -3.330 1.49 0.02 -0.03 -0.092
C 1.964 -1.478 -2.763 -0.77 1.59 0.87 -0.086
C -1.243 -2.136 -1.982 1.04 0.20 1.22 -0.340
C -1.883 -3.309 -1.498 -0.07 0.92 -1.02 -0.088
C -2.612 -4.073 -2.386 -0.50 -0.76 -0.80 -0.082
C -2.758 -3.702 -3.740 1.63 1.00 0.90 -0.081
C -2.085 -2.582 -4.216 -0.22 0.92 1.19 -0.047
C -1.347 -1.747 -3.290 -1.73 -2.66 -1.72 -0.109
P 0.498 -1.271 1.850 0.28 0.18 0.21 0.902
C 2.287 -1.131 2.179 -0.81 0.35 0.49 -0.391
C 2.630 -0.439 3.336 0.74 -0.05 -0.03 -0.165
C 3.926 -0.448 3.813 -1.31 -0.21 0.40 -0.085
C 4.855 -1.208 3.158 0.80 0.05 0.32 -0.094
C 4.604 -1.785 1.921 -2.00 1.19 0.72 -0.047
C 3.277 -1.715 1.418 1.53 -0.45 -0.33 -0.069
C -0.022 -2.593 3.029 0.78 1.55 -1.20 -0.349
C -1.183 -3.262 2.764 -0.72 -1.64 0.16 -0.107
C -1.576 -4.314 3.593 0.39 1.12 0.01 -0.053
C -0.902 -4.540 4.786 -0.64 -0.31 -1.30 -0.081
C 0.231 -3.846 5.027 0.98 1.17 1.60 -0.090
C 0.679 -2.863 4.165 0.83 -0.38 1.18 -0.085
H 0.764 -3.024 0.217 -0.30 1.20 0.03 0.107
H 1.419 1.420 -1.016 -0.22 -0.09 0.31 0.029
H 3.545 1.904 -1.945 0.38 0.90 0.17 0.074
H 4.775 0.440 -3.425 -1.30 -0.96 0.42 0.129
H 3.748 -1.804 -3.940 -0.35 -0.32 -0.25 0.102
H 1.465 -2.385 -2.964 -0.23 -1.05 -0.35 0.089
H -1.899 -3.535 -0.457 0.34 -0.26 0.59 0.075
H -3.066 -5.044 -2.128 0.17 0.74 0.38 0.111
H -3.302 -4.306 -4.413 -0.59 -0.62 -0.53 0.086
H -2.231 -2.279 -5.259 0.31 -0.03 0.44 0.107
H -0.904 -0.895 -3.705 0.79 1.27 -0.21 0.087
H 1.951 0.092 3.953 -1.08 0.36 0.08 0.092
H 4.090 0.017 4.782 0.38 -0.03 -0.29 0.115
H 5.763 -1.302 3.726 0.79 -0.25 -0.56 0.101
H 5.412 -2.172 1.381 0.80 -0.86 -0.84 0.084
H 3.072 -2.109 0.419 -0.07 -0.01 0.38 0.097
H -1.786 -3.069 1.895 -0.04 0.22 -0.33 0.082
H -2.433 -4.855 3.309 -0.97 -0.63 -0.04 0.091
H -1.231 -5.237 5.499 -0.54 -0.94 0.65 0.095
H 0.704 -3.917 6.014 0.07 -0.27 -0.50 0.117
H 1.573 -2.342 4.482 -0.02 0.14 -0.43 0.099
C 3.695 6.019 -3.394 2.57 0.45 1.56 -0.050
C 3.127 5.435 -2.140 0.27 -0.75 0.32 -0.301
C 1.883 5.703 -1.635 -0.22 1.66 -1.74 -0.042
C 1.385 5.125 -0.496 0.20 -0.08 0.58 -0.359
C 0.033 5.546 -0.091 0.00 -0.44 0.96 -0.090
C 2.113 4.151 0.187 0.30 -0.23 -0.05 -0.501
Te 1.207 2.811 1.651 0.52 0.55 -0.03 0.622
C 3.453 3.994 -0.207 0.50 -1.16 0.22 -0.318
C 4.422 3.026 0.447 -0.42 -0.57 -0.79 -0.095
C 3.910 4.584 -1.378 0.20 0.69 -0.11 -0.056
H 4.746 5.547 -3.454 -1.47 0.99 -0.41 0.096
H 3.819 7.128 -3.253 -0.13 -0.96 -0.48 0.097
H 3.157 5.786 -4.273 -0.69 -0.12 -0.97 0.055
H 1.319 6.467 -2.227 0.00 -0.69 0.86 0.136
H -0.155 6.531 -0.480 -0.26 0.49 0.11 0.071
H -0.089 5.475 1.022 -0.27 0.03 -1.18 0.064
H -0.556 4.846 -0.657 -1.27 -0.31 0.34 0.062
H 4.021 2.018 0.373 -0.04 -0.38 -0.52 0.041
H 4.523 3.052 1.498 0.08 0.89 1.32 0.046
H 5.417 3.048 -0.009 -0.24 0.09 0.01 0.081
H 4.930 4.485 -1.727 0.17 -0.46 0.34 0.105
```
Forces are in eV/Å.

For each record above, in turn, the calculated F_max values are 0.010, 0.183 Eh/bohr.